This record from the OMol25 dataset describes a single C2H2Br3F molecule. The level of theory is ωB97M-V/def2-TZVPD.

Values from the calculation:
- Highest occupied orbital energy: -10.7 eV
- Charge: 0
- Lowest unoccupied orbital energy: -0.8 eV
- Relative energy (zero: lowest compared OMol25 entry of this formula, charge and spin): 0.150 eV
- Frontier orbital gap: 9.865 eV
- Structure (SMILES): FC(Br)(Br)CBr

CARTESIAN COORDINATES (ANGSTROEM)
F (0.7980, 0.2373, -1.4915)
C (0.6653, -0.0038, -0.2296)
Br (1.3973, -2.0054, -0.0550)
Br (1.7001, 1.2886, 0.8137)
C (-0.7544, -0.0916, 0.2117)
Br (-1.9138, 1.5692, -0.2284)
H (-0.6654, -0.1095, 1.3699)
H (-1.2272, -0.8848, -0.3909)

This record from the OMol25 dataset describes a molecular structure, CHBrNO2. The level of theory is ωB97M-V/def2-TZVPD.

Values from the calculation:
- Highest occupied orbital energy: -4.3 eV
- Charge: -1
- Lowest unoccupied orbital energy: 3.8 eV
- Relative energy (zero: lowest compared OMol25 entry of this formula, charge and spin): 4.748 eV
- Frontier orbital gap: 8.105 eV

CARTESIAN COORDINATES (ANGSTROEM)
C (-0.0935, -0.3878, 0.4763)
N (0.3825, -0.0670, -0.6887)
O (1.2712, -0.9300, -0.8611)
O (-0.0302, 0.7138, -1.5265)
Br (-1.9214, 1.1824, 1.2650)
H (0.3916, -0.5115, 1.3350)

Record order is preserved below.
F_max: 2.44 4.84 eV Å⁻¹
Record order is preserved below.
E: -7899.28623 -2817.83621 Eh